This record from OMol25 describes 2 unconnected molecules or ions with the total composition C2H8S. The level of theory is wB97M-V/def2-TZVPD.

```
! wB97M-V def2-TZVPD RIJCOSX def2/J DEFGRID3
* xyz 0 1
S 2.38 -4.84 0.85
H 3.12 -4.63 2.01
H 1.36 -4.96 1.69
C -1.07 1.70 0.17
C -0.68 1.91 -1.34
H -1.44 0.66 0.20
H -1.71 2.45 0.60
H -0.21 1.87 0.71
H -1.34 1.25 -1.99
H -0.76 2.97 -1.49
H 0.35 1.61 -1.42
*
```

The energy above the lowest of the compared OMol25 structures with the same formula, charge and spin is 0.589 eV. The SMILES is CC.S. The HOMO-LUMO gap is 10.74 eV. The value obtained for the molar mass is 64.153 g/mol. The value obtained for the energy is -13038.172 eV. The calculation puts the LUMO energy at 0.92 eV.